1.
# C12H15F9KO6

A structure of composition C12H15F9KO6 (ωB97M-V/def2-TZVPD, the OMol25 dataset).

Structure (XYZ):
```
43
Properties=species:S:1:pos:R:3:mulliken_spin:R:1
K 0.9677 0.6173 -1.8997 -0.001
C -4.1347 -1.3708 2.0425 0.073
C -2.7113 -1.1886 1.5057 0.046
O -2.3005 0.0592 2.0276 0.191
C -1.2145 0.7056 1.4730 -0.100
O -0.5441 0.1764 0.6269 0.497
C -0.8342 2.0310 2.2381 0.059
F -0.6100 2.9940 1.4020 0.013
F -1.8045 2.3469 3.1472 0.030
F 0.3281 1.7610 2.8660 0.011
H -4.2135 -1.1469 3.1063 0.001
H -4.3988 -2.4222 1.9289 0.009
H -4.7877 -0.6992 1.4852 0.003
H -2.8094 -1.1792 0.4202 -0.012
H -2.1722 -2.0566 1.8851 0.010
C 6.3407 3.5804 0.0853 0.000
C 5.4277 2.5661 -0.5863 0.000
O 4.9438 1.6990 0.3697 0.001
C 3.5592 1.3651 0.3874 -0.001
O 2.6324 1.9242 -0.1964 0.002
C 3.3220 0.1467 1.3254 0.001
F 2.3230 -0.5408 0.8750 0.000
F 4.3862 -0.7026 1.5045 0.000
F 3.0531 0.6750 2.5306 0.000
H 6.3864 4.4959 -0.5044 0.000
H 7.3395 3.2183 0.3288 0.000
H 5.9885 3.9029 1.0652 0.000
H 5.7556 1.9810 -1.4455 0.000
H 4.6406 3.2304 -0.9430 0.000
C -0.8442 -3.7344 -2.2991 0.003
C -1.2414 -2.2930 -2.0347 0.005
O -2.6182 -2.0354 -2.2545 0.029
C -3.1905 -0.8934 -1.9950 -0.023
O -2.5490 0.1537 -1.7891 0.132
C -4.7129 -0.9006 -1.9928 0.005
F -5.2563 -0.1202 -1.0198 0.000
F -5.0891 -0.3489 -3.1318 0.001
F -5.2808 -2.1413 -1.9453 0.003
H 0.2412 -3.7544 -2.2013 0.001
H -1.2770 -4.0398 -3.2517 0.000
H -1.2869 -4.3415 -1.5095 0.001
H -0.6376 -1.6310 -2.6554 0.004
H -1.1164 -2.0892 -0.9713 0.004
```

Summary:
HOMO energy (alpha / beta) = -16.52 / -16.52 eV
Spin multiplicity = 2
Charge = +2
HOMO-LUMO gap (alpha / beta) = 8.78 / 2.70 eV
Expectation value of S² = 0.7581


2.
# C2H42NO18

A cluster of 19 separate species, C2H42NO18 in total (ωB97M-V/def2-TZVPD, the OMol25 dataset).

Structure (XYZ):
```
63
Properties=species:S:1:pos:R:3:lowdin_charge:R:1
C -1.2947 -0.7002 0.4439 -0.098
C 0.8440 0.1381 -0.1511 -0.102
N 0.1633 -0.8989 0.1178 -0.007
H -1.5245 -0.9806 1.4877 0.061
H -1.9956 -1.3721 -0.0503 0.071
H -1.4874 0.3751 0.3024 0.053
H 0.5860 1.2000 -0.2620 0.080
H 1.8614 -0.0660 -0.5001 0.067
H 2.6342 -1.8980 0.4792 0.039
H 1.3626 -1.8854 2.0826 0.014
H 0.3569 -0.2344 2.8381 0.052
O 0.6951 -1.7981 2.8016 -0.073
H -1.1261 -2.0778 -2.9499 0.010
H -2.5831 -2.6427 -2.3518 0.064
O -1.6183 -2.6350 -2.3263 -0.058
H -1.5284 -4.0656 2.6764 0.081
H -0.0840 -2.3680 2.6577 0.004
O -1.4221 -3.2341 2.1917 -0.068
H -1.2888 -0.6904 -4.9231 0.091
H -1.4005 0.1921 -3.6785 0.031
O -0.8932 -0.5762 -4.0495 -0.076
H 0.8584 1.6024 -3.2554 0.063
H 1.4969 0.5597 -2.2821 -0.002
O 1.5274 1.4798 -2.5827 -0.052
H -1.5184 1.2831 -1.7926 0.031
H -3.0111 1.0495 -2.0064 0.033
O -2.1655 1.1187 -2.4919 -0.050
H -2.4594 1.3190 2.2897 0.034
H -3.9705 0.7578 2.3825 0.072
O -3.3869 1.4480 2.0631 -0.041
H 2.0438 -3.8757 -1.0597 0.070
H 2.0008 -2.4604 -1.7522 0.023
O 2.2859 -2.9477 -0.9520 -0.055
H 0.2378 3.4074 0.3528 0.025
H 1.8916 3.4239 0.5003 0.061
O 1.0373 3.8262 0.7293 -0.005
H 3.3569 1.1884 1.3142 0.045
H 2.4571 0.2044 1.9606 0.012
O 2.6504 1.1576 1.9706 -0.068
H 2.2405 -1.4473 -3.9020 0.083
H 0.6967 -1.1137 -3.6299 0.012
O 1.5806 -1.2468 -3.2259 -0.060
H 0.0878 0.6527 4.0480 0.108
H 0.9170 3.2637 2.0525 0.068
O -0.0073 0.7043 3.0848 -0.030
H -2.1976 3.5176 1.0027 0.061
H -1.3569 4.2571 -0.1508 0.079
O -1.5460 3.4277 0.3041 -0.027
H 3.6285 -1.9321 1.6170 0.106
H -0.0871 -3.1925 -0.4886 0.010
O 2.8238 -1.4561 1.3501 -0.079
H -1.4197 -3.9408 -0.7634 0.022
H -1.4032 -3.4682 1.2404 0.014
O -0.6151 -3.9738 -0.2639 -0.053
H 2.6988 1.9944 -1.3978 0.008
H 4.1300 2.4628 -1.0060 0.077
O 3.2739 2.2007 -0.6252 -0.067
H -4.8542 0.6998 -0.3272 0.054
H -3.9605 1.7390 0.3425 0.025
O -4.0930 1.2519 -0.5046 -0.066
H 2.0318 2.5625 3.1506 0.099
H 0.7237 1.8360 2.8334 0.069
O 1.1180 2.8769 3.0340 0.056
```

Summary:
HOMO energy = -12.55 eV
Charge = +1
ΔE to the lowest compared entry with this formula, charge and spin = 111.71 kJ/mol
HOMO-LUMO gap = 10.25 eV


3.
# C14H50O16

A cluster of 11 separate species, C14H50O16 in total (ωB97M-V/def2-TZVPD, the OMol25 dataset).

Structure (XYZ):
```
80
Properties=species:S:1:pos:R:3:lowdin_charge:R:1
O -1.1220 -3.6146 2.3736 -0.064
H -1.2221 -4.2159 1.5873 0.080
H -0.9148 -2.8354 1.8460 -0.004
O -4.5588 0.8525 -0.5271 -0.034
H -4.6107 1.5626 -1.1366 0.020
H -4.5336 1.2493 0.3442 0.001
C -3.9483 2.1468 3.5561 -0.186
C -3.1439 0.8229 3.7629 -0.185
O -1.8818 1.0961 3.1669 -0.087
O -4.0974 2.3923 2.1447 -0.084
H -3.2823 2.8814 3.9939 0.117
H -4.9190 2.0873 3.9799 0.107
H -3.6453 -0.0787 3.3848 0.131
H -2.9933 0.6074 4.7913 0.101
H -1.5094 0.3209 2.7727 0.053
H -3.2387 2.8104 1.9319 0.098
C 2.2554 -2.7669 3.7263 -0.226
C 2.3651 -1.9491 2.4732 -0.237
O 1.5122 -2.3049 1.3962 -0.073
O 0.9226 -2.6999 4.2741 -0.092
H 2.8427 -2.2124 4.4224 0.106
H 2.6237 -3.8051 3.5871 0.129
H 3.3997 -1.9725 2.2121 0.108
H 2.1724 -0.8442 2.6357 0.141
H 1.9940 -2.1920 0.5887 0.041
H 0.2074 -3.0371 3.6655 0.058
C 0.2996 1.7873 -3.8427 -0.236
C -0.9519 1.7262 -4.6169 -0.201
O -2.0264 2.2870 -3.7845 -0.061
O 0.2553 1.3108 -2.4974 -0.105
H 0.5433 2.8366 -3.6574 0.134
H 1.1011 1.3267 -4.3718 0.107
H -1.2462 0.7131 -4.9711 0.121
H -1.0373 2.2569 -5.5563 0.118
H -1.9396 1.8843 -2.9549 0.023
H 0.4963 0.3571 -2.4939 0.061
C -1.3194 -0.1011 -0.0350 -0.136
C -1.7511 -1.2846 -0.8263 -0.223
O -0.6689 -2.2040 -0.9689 -0.098
O -0.7919 -0.7409 1.2171 -0.116
H -2.1987 0.5154 0.2347 0.111
H -0.4677 0.4390 -0.4810 0.113
H -2.1275 -1.0690 -1.7958 0.108
H -2.5925 -1.7878 -0.2222 0.159
H 0.0499 -1.6829 -1.3980 0.071
H 0.0366 -1.1903 1.0175 0.031
C 1.9818 -1.6051 -3.7526 -0.224
C 2.5057 -2.4026 -2.5545 -0.196
O 2.4394 -1.6705 -1.2951 -0.094
O 0.6181 -1.2653 -3.6600 -0.100
H 2.1648 -2.2838 -4.6339 0.136
H 2.6104 -0.7146 -3.8905 0.124
H 3.5601 -2.6837 -2.7119 0.122
H 2.0603 -3.3644 -2.3905 0.099
H 2.8346 -0.7901 -1.4113 0.062
H 0.1156 -2.0998 -3.5022 0.059
C -1.1213 -4.7182 -3.7200 -0.057
O -0.1594 -3.7486 -3.0961 -0.181
H -1.1136 -5.6903 -3.1715 0.084
H -2.1343 -4.3090 -3.5039 0.086
H -0.9221 -4.8690 -4.7802 0.078
H -0.4135 -3.6960 -2.1568 0.063
C 0.7782 4.7863 0.6220 -0.160
O 1.2604 3.5096 0.9977 -0.149
H 0.0471 4.7175 -0.1683 0.064
H 0.2673 5.3291 1.3746 0.060
H 1.6417 5.3559 0.2799 0.077
H 0.7551 3.1975 1.7861 0.029
C 3.7562 2.1395 -0.7111 -0.130
O 2.7359 1.1848 -1.0153 -0.149
H 4.1174 2.6328 -1.6250 0.074
H 3.4417 2.8886 0.0167 0.059
H 4.6385 1.5692 -0.2928 0.095
H 1.8776 1.5601 -1.2423 0.049
C 1.1943 2.6940 4.4133 -0.116
O 0.3267 2.6265 3.2992 -0.154
H 1.3132 1.6602 4.7338 0.082
H 2.1461 3.0001 4.0708 0.069
H 0.7816 3.3097 5.2424 0.093
H -0.4417 2.0685 3.5003 0.048
```

Summary:
HOMO energy = -9.56 eV
Structure (SMILES) = OCCO.OCCO.OCCO.OCCO.OCCO.CO.CO.CO.CO.O.O
HOMO-LUMO gap = 10.03 eV


4.
# C17H49Be2N3O10

A structure of composition C17H49Be2N3O10 (ωB97M-V/def2-TZVPD, the OMol25 dataset).

Structure (XYZ):
```
81
Properties=species:S:1:pos:R:3:lowdin_charge:R:1
Be -3.6208 0.1061 -3.5818 1.303
Be -0.1067 2.3657 -1.3903 0.993
C -1.1575 -0.3622 -2.0900 -0.921
O -1.9347 0.6550 -1.9121 -0.113
O 0.0566 -0.1384 -1.8803 0.005
O -1.7063 -1.4253 -2.4786 -0.034
C 0.3702 -2.9212 3.0062 -0.041
C 1.2583 -2.5449 1.8317 -0.396
C 1.9360 -3.7186 1.1187 -0.202
O 2.7011 -4.5270 2.0086 -0.187
C 3.3129 -5.6014 1.2753 -0.083
N 0.4182 -1.7332 0.9177 0.049
H 0.8922 -3.4457 3.8058 0.087
H -0.3886 -3.6095 2.6250 0.082
H -0.1326 -2.0662 3.4575 0.067
H 2.0078 -1.8353 2.1917 0.133
H 2.7216 -3.3879 0.4328 0.127
H 1.1378 -4.2812 0.6251 0.120
H 3.4913 -6.3903 2.0031 0.093
H 4.1813 -5.1900 0.7602 0.091
H 2.6386 -6.0629 0.5495 0.083
H 0.9840 -1.5964 0.0808 0.045
H -0.3382 -2.2879 0.5180 0.052
C -2.3682 0.4832 2.3517 -0.029
C -1.2698 1.4892 2.0103 -0.367
C -0.1626 1.4805 3.1222 -0.178
O -0.7750 1.5500 4.3822 -0.173
C -1.2578 2.7906 4.7788 -0.106
N -0.7728 1.0481 0.6979 0.070
H -1.9987 -0.5406 2.4188 0.087
H -3.1345 0.5046 1.5742 0.075
H -2.8237 0.7401 3.3078 0.089
H -1.7197 2.4686 1.8383 0.118
H 0.6419 2.1970 2.9237 0.113
H 0.4118 0.5524 3.0732 0.118
H -2.0114 3.1680 4.0824 0.084
H -0.4620 3.5283 4.9226 0.094
H -1.6797 2.6951 5.7790 0.102
H -1.5558 0.7125 0.1489 0.028
H -0.2954 0.1533 0.8663 0.042
C 2.4266 5.9631 -0.5604 -0.044
C 2.0866 4.5101 -0.8714 -0.369
C 2.5626 3.4854 0.1802 -0.153
O 2.0006 2.2435 -0.2141 -0.238
C 2.5314 1.1384 0.4849 -0.067
N 0.6139 4.4588 -0.8932 0.055
H 2.1887 6.6005 -1.4131 0.093
H 3.5079 6.1332 -0.5243 0.099
H 2.1382 6.3966 0.3973 0.099
H 2.3568 4.2867 -1.9031 0.152
H 2.4465 3.8030 1.2171 0.147
H 3.6358 3.3623 0.0177 0.142
H 2.0700 0.2153 0.1408 0.075
H 2.2513 1.1491 1.5430 0.085
H 3.6214 1.1098 0.5039 0.112
H 0.3196 5.1281 -1.6023 0.103
H 0.2407 4.9941 -0.1114 0.112
C -3.5998 3.2235 -0.4793 -0.126
O -2.3258 3.7746 -0.8500 -0.161
H -3.5745 2.1372 -0.4637 0.061
H -3.9513 3.6056 0.4818 0.096
H -4.4233 3.5911 -1.0972 0.087
H -2.4181 4.7202 -0.6961 0.090
C 1.1553 -3.5389 -2.5032 -0.154
O 1.7755 -2.2834 -2.3407 -0.128
H 1.9437 -4.2746 -2.6550 0.090
H 0.4494 -3.7745 -1.7051 0.058
H 0.6008 -3.5492 -3.4475 0.072
H 1.1122 -1.5823 -2.3690 0.012
C -2.3572 -4.6126 -0.3873 -0.144
O -1.9357 -3.2727 -0.3874 -0.153
H -1.8536 -5.2965 -1.0766 0.080
H -2.0948 -5.0275 0.5854 0.085
H -3.4251 -4.6662 -0.6055 0.081
H -1.9605 -2.8179 -1.2375 0.027
C -1.2755 -1.0989 -6.5925 -0.076
O -1.7229 -0.7088 -5.2777 -0.170
H -0.8973 -2.1186 -6.6477 0.101
H -2.1517 -1.0279 -7.2339 0.092
H -0.5118 -0.3838 -6.8960 0.095
H -1.0458 -1.0183 -4.6629 0.062
```

Summary:
HOMO energy = -13.00 eV
Charge = +2
ΔE to the lowest compared entry with this formula, charge and spin = 199.56 kJ/mol
HOMO-LUMO gap = 1.89 eV


| no. | DFT total energy (eV) |
| --- | --- |
| 1 | -65735.7077 |
| 2 | -41096.2708 |
| 3 | -48085.2610 |
| 4 | -44148.4603 |